Below is 2 unconnected molecules or ions with the total composition CH2ClIO, with properties calculated with ωB97M-V with the def2-TZVPD basis set.

Atoms and positions in Å:
C 0.090 -1.026 -0.539
O -0.094 -1.953 0.287
Cl -0.905 2.768 0.055
I 1.684 0.309 -0.062
H -1.200 1.924 -0.862
H 0.426 -2.023 1.120

HOMO: -8.9983 eV
energy: -23737.4015 eV
E_LUMO: 0.12 eV
frontier orbital gap: 0.3350 Ha